No. 1
8
Properties=species:S:1:pos:R:3 method="wB97M-V/def2-TZVPD" homo_ev=-10.011 orbital_gap_ev=10.0 lumo_ev=-0.03
C 0.994 -0.225 -0.025
C 0.151 0.947 -0.131
H 0.435 2.035 -0.035
H -1.777 -0.962 0.485
N -1.084 0.502 0.003
N -1.143 -0.713 -0.183
O 2.241 -0.215 -0.043
O 0.183 -1.371 -0.071

---

No. 2
9
Properties=species:S:1:pos:R:3 method="wB97M-V/def2-TZVPD" homo_ev=-8.510 orbital_gap_ev=7.6 lumo_ev=-0.88
C 0.983 -2.249 -0.322
C 0.307 2.195 0.431
N 0.367 -1.262 -0.065
N -1.228 0.477 -0.358
O 1.112 2.987 0.569
O -0.735 1.665 0.162
S 1.873 -3.533 -0.318
H -0.488 -0.665 -0.086
H -2.191 0.384 -0.012

---

No. 3
9
Properties=species:S:1:pos:R:3 method="wB97M-V/def2-TZVPD" homo_ev=-10.762 orbital_gap_ev=9.9 lumo_ev=-0.81
C 0.160 -1.397 -0.073
C 0.173 0.237 -0.513
N -0.020 -2.414 0.395
N -1.074 0.755 0.029
O -2.072 0.702 -0.632
O -0.937 1.125 1.157
S 1.763 0.741 0.154
H 0.045 0.273 -1.652
H 1.962 -0.022 1.135

---

No. 4
9
Properties=species:S:1:pos:R:3 method="wB97M-V/def2-TZVPD" homo_ev=-10.811 orbital_gap_ev=10.1 lumo_ev=-0.71
C 0.140 -1.284 0.115
C 0.180 0.007 -0.472
N 0.042 -2.260 0.665
N -1.003 0.793 -0.035
O -1.952 0.867 -0.811
O -1.043 1.080 1.119
S 1.769 0.765 -0.059
H 0.199 -0.034 -1.607
H 1.668 0.066 1.085

---

No. 5
9
Properties=species:S:1:pos:R:3 method="wB97M-V/def2-TZVPD" homo_ev="-9.536 / -9.536" orbital_gap_ev="8.7 / 8.7" lumo_ev="-0.86 / -0.86"
C -0.293 -0.698 -0.767
C -0.153 -0.237 0.556
N 0.619 0.934 0.377
N -0.547 -0.638 1.800
O -1.258 -1.626 1.835
O -0.242 0.055 2.742
S 0.698 0.647 -1.347
H -0.468 -1.595 -1.251
H 0.462 1.889 0.628

---

No. 6
9
Properties=species:S:1:pos:R:3 method="wB97M-V/def2-TZVPD" homo_ev="-9.560 / -9.055" orbital_gap_ev="8.2 / 7.4" lumo_ev="-1.41 / -1.68"
C -0.261 0.134 0.337
C 0.883 -0.137 -0.609
N -1.124 -0.912 0.324
N -0.762 -1.697 -0.563
O -1.571 1.666 2.073
O 0.387 -1.309 -1.273
S -0.505 1.823 1.079
H 1.129 0.756 -1.249
H 1.823 -0.325 -0.119